(1)
Computed, not measured: a gas-phase ion, C6H9N2O2 (charge -1) in a non-equilibrium geometry, with the ωB97M-V functional and the def2-TZVPD basis.

Computed properties:
LUMO level	3.8313	eV
net charge	-1
structure (SMILES)	CC(C)/N=C(\[O-])NC=C=O
HOMO energy	-3.44	eV

Last column: natural (NBO) charge in e.
Atoms and positions in Å:
C  -1.277260  0.519625  -1.903579  -0.604
C  -1.132154  0.150807  -0.427066  0.006
C  -1.182774  1.580619  0.399332  -0.633
N  0.078008  -0.454284  -0.197445  -0.733
C  1.331680  -0.027393  -0.282195  0.739
O  1.851200  0.723118  -1.160411  -0.790
N  2.220660  -0.616998  0.680790  -0.648
C  1.830060  -1.616248  1.576018  -0.334
C  0.625200  -2.061671  1.875054  0.659
O  -0.358999  -2.575897  2.312132  -0.549
H  -1.549284  -0.272311  -2.662701  0.178
H  -2.127787  1.221291  -1.957531  0.164
H  -0.448394  0.940208  -2.230260  0.217
H  -2.064672  -0.292375  0.009951  0.156
H  -1.974804  2.241791  -0.006350  0.171
H  -0.251707  2.084692  0.247782  0.209
H  -1.406499  1.227465  1.395238  0.197
H  3.142999  -0.719755  0.229071  0.379
H  2.694528  -2.052682  2.102169  0.217

Forces on atoms 1 to 6 (eV/Å):
C -5.459 -2.042 0.370
C -0.537 3.503 -0.451
C -0.939 -1.579 -1.632
N 1.903 -2.396 3.049
C -1.354 -0.082 -1.320
O -0.020 -0.230 1.074



(2)
Computed, not measured: 10 unconnected molecules or ions with the total composition C52H119N13O10 in a non-equilibrium geometry, with the ωB97M-V functional and the def2-TZVPD basis.

Computed properties:
LUMO level	0.4573	eV
net charge	0
structure (SMILES)	CC1(C)CCCC(C)(C)N1O.CC1(C)CCCC(C)(C)N1O.CC1(C)CCCC(C)(C)N1O.CC1(C)CCCC(C)(C)N1O.CC1(C)CCCC(C)(C)N1O.NC(N)=O.NC(N)=O.NC(N)=O.NC(N)=O.CC(C)O
HOMO energy	-8.45	eV

Last column: Löwdin charge in e.
Atoms and positions in Å:
C  3.202950  -5.418941  -1.565875  -0.023
C  1.810660  -6.013128  -1.401009  -0.527
C  1.053366  -5.828637  -2.707650  -0.024
C  1.900931  -7.492955  -1.067870  -0.126
C  2.366304  -7.776945  0.351046  -0.183
C  1.567222  -7.021158  1.340904  -0.189
C  1.554935  -5.551000  1.120726  -0.499
C  0.447474  -4.947507  2.041104  -0.019
C  2.910581  -4.948279  1.532235  -0.022
N  1.088383  -5.315766  -0.304424  -0.055
O  1.152182  -3.916751  -0.586172  -0.136
H  3.223590  -4.367842  -1.386666  0.070
H  3.912264  -5.909327  -0.863147  0.081
H  3.594522  -5.550054  -2.566975  0.086
H  0.022967  -6.084748  -2.651690  0.067
H  1.194012  -4.860517  -3.201400  0.075
H  1.547967  -6.500692  -3.411514  0.091
H  0.863527  -7.807500  -1.250880  0.125
H  2.543739  -7.913482  -1.874772  0.137
H  2.290216  -8.840675  0.647558  0.121
H  3.451911  -7.561305  0.522743  0.117
H  1.851808  -7.121080  2.390441  0.128
H  0.511745  -7.339709  1.306823  0.134
H  0.646637  -5.377367  3.047554  0.104
H  -0.510800  -5.152814  1.546100  0.082
H  0.583174  -3.854754  2.061417  0.058
H  3.019034  -3.926824  1.239656  0.063
H  3.734762  -5.533690  1.150733  0.061
H  2.989799  -4.909953  2.621439  0.086
H  0.224405  -3.579453  -0.382932  0.040
C  -1.542587  0.120335  5.356275  -0.008
C  -2.974317  0.224267  4.791581  -0.516
C  -3.934183  0.541193  5.932370  -0.040
C  -3.168382  1.318526  3.730503  -0.127
C  -2.542255  0.912866  2.379809  -0.171
C  -3.259237  -0.335569  1.847724  -0.136
C  -3.009917  -1.518590  2.821127  -0.463
C  -3.886139  -2.677064  2.384742  -0.052
C  -1.527311  -2.057052  2.819979  -0.016
N  -3.508347  -1.028775  4.192224  -0.059
O  -3.269046  -2.092769  5.150106  -0.047
H  -1.337031  1.018304  5.919048  0.077
H  -1.452927  -0.695058  6.053673  0.077
H  -0.866901  -0.051735  4.532858  0.056
H  -3.744732  -0.095365  6.768082  0.067
H  -3.707207  1.567099  6.194882  0.087
H  -4.949369  0.243396  5.715524  0.087
H  -4.245334  1.485077  3.686858  0.124
H  -2.774003  2.282767  4.099180  0.082
H  -2.727320  1.803462  1.722363  0.096
H  -1.454394  0.738348  2.347369  0.095
H  -2.863111  -0.653719  0.875054  0.099
H  -4.350493  -0.210740  1.750825  0.121
H  -4.922978  -2.343220  2.495392  0.085
H  -3.662127  -3.677434  2.847930  0.104
H  -3.736515  -2.835426  1.315667  0.067
H  -0.803532  -1.326149  2.444106  0.067
H  -1.466136  -2.911979  2.192167  0.031
H  -1.228247  -2.372924  3.847908  0.088
H  -4.087874  -2.591869  5.230464  0.098
C  3.891512  -0.715921  -5.428629  -0.034
C  3.602315  0.779089  -5.253897  -0.515
C  4.805091  1.324260  -4.416429  -0.004
C  3.410566  1.483917  -6.558438  -0.141
C  2.915879  2.920049  -6.382560  -0.160
C  1.546312  2.881831  -5.783421  -0.172
C  1.547757  2.269477  -4.440228  -0.496
C  2.183464  3.280136  -3.441943  -0.008
C  0.141763  1.917560  -3.953169  -0.024
N  2.251835  0.924105  -4.625578  -0.063
O  2.171012  0.112338  -3.469727  -0.085
H  4.035568  -1.321145  -4.539836  0.081
H  3.157321  -1.284075  -5.988706  0.078
H  4.761334  -0.691803  -6.089030  0.088
H  5.698961  1.141841  -4.988078  0.083
H  4.817454  2.382533  -4.124745  0.072
H  4.747446  0.753153  -3.452965  0.062
H  4.369492  1.509066  -7.051033  0.117
H  2.712642  0.830650  -7.100712  0.132
H  3.557378  3.558034  -5.778407  0.103
H  2.961972  3.399776  -7.362600  0.115
H  0.827509  2.225434  -6.232941  0.118
H  1.146041  3.902236  -5.744846  0.136
H  1.485142  4.024949  -3.177699  0.070
H  3.068923  3.820364  -3.852734  0.087
H  2.522343  2.842314  -2.519631  0.051
H  0.190493  1.763401  -2.850460  0.079
H  -0.259050  1.064125  -4.480134  0.067
H  -0.438192  2.843909  -4.018620  0.083
H  2.701979  0.507772  -2.726270  0.097
C  -1.497185  4.896734  2.762489  -0.034
C  -0.347568  4.436548  3.663657  -0.503
C  -0.963399  4.135060  5.024843  -0.020
C  0.235332  3.202304  3.012954  -0.143
C  1.579111  2.787881  3.530568  -0.149
C  2.511649  4.001799  3.269977  -0.150
C  2.053795  5.204392  4.014142  -0.519
C  2.366777  5.085325  5.549646  -0.019
C  2.915493  6.406716  3.451817  -0.037
N  0.663481  5.545220  3.640090  -0.060
O  0.173401  6.661879  4.439705  -0.034
H  -2.258600  4.086445  2.669043  0.081
H  -1.952890  5.824930  3.047881  0.072
H  -1.119106  5.002764  1.729212  0.085
H  -0.207752  3.733315  5.673784  0.067
H  -1.274776  5.025017  5.520776  0.077
H  -1.711019  3.366864  5.049473  0.047
H  -0.541508  2.486302  3.157760  0.085
H  0.379298  3.460515  1.952477  0.129
H  1.573303  2.493375  4.599320  0.114
H  1.992205  1.961724  2.957192  0.090
H  2.636375  4.307220  2.226910  0.103
H  3.497767  3.751169  3.741280  0.135
H  2.948828  4.140220  5.768391  0.087
H  1.529014  5.067118  6.266094  0.074
H  3.055930  5.851288  5.883103  0.064
H  2.680694  7.304641  4.075763  0.086
H  2.735005  6.510053  2.359862  0.088
H  3.932908  6.116427  3.668057  0.071
H  0.071503  7.365197  3.776507  0.106
C  -5.922389  -0.014924  -3.448672  -0.034
C  -4.501932  0.593332  -3.750398  -0.490
C  -3.701651  -0.464997  -4.467904  -0.039
C  -4.720336  1.778681  -4.687840  -0.163
C  -5.242205  3.000074  -4.003781  -0.174
C  -4.167320  3.422537  -2.991801  -0.141
C  -3.954328  2.349442  -1.939682  -0.525
C  -2.729183  2.700559  -1.113912  -0.033
C  -5.232183  2.350721  -0.952630  -0.002
N  -3.748188  1.071441  -2.549962  -0.111
O  -3.522534  0.007636  -1.703427  -0.037
H  -6.035190  -0.744031  -2.605536  0.083
H  -6.715147  0.667377  -3.149504  0.061
H  -6.248237  -0.631819  -4.309559  0.088
H  -4.210745  -0.766913  -5.373519  0.089
H  -2.664525  -0.119056  -4.588956  0.081
H  -3.623314  -1.367661  -3.844724  0.067
H  -3.708898  1.960325  -5.200876  0.146
H  -5.381253  1.494496  -5.536505  0.131
H  -5.339196  3.816614  -4.727823  0.116
H  -6.185888  2.865446  -3.471923  0.109
H  -4.480121  4.300249  -2.367246  0.131
H  -3.138211  3.530325  -3.419770  0.125
H  -2.840962  3.584766  -0.474361  0.094
H  -1.861145  2.937890  -1.754039  0.080
H  -2.507678  1.841725  -0.476803  0.052
H  -5.625688  3.377559  -0.913647  0.080
H  -4.920398  2.069459  0.073180  0.070
H  -6.059958  1.668005  -1.227101  0.070
H  -4.370340  -0.102211  -1.223042  0.101
N  1.733756  -1.101439  0.543311  0.193
C  1.109332  -0.013335  0.042993  -0.723
N  -0.110754  -0.131572  -0.436822  0.225
O  1.661652  1.075828  0.108334  -0.014
H  1.479461  -2.017721  0.078807  0.096
H  2.739394  -0.894929  0.581473  0.099
H  -0.503616  0.783605  -0.600753  0.095
H  -0.507855  -0.974476  -0.783595  0.063
N  -3.161040  -3.059024  -1.756820  0.198
C  -2.137515  -3.646537  -1.104939  -0.689
N  -2.063737  -4.966136  -0.997939  0.199
O  -1.210563  -2.986313  -0.668968  -0.009
H  -3.783488  -3.568599  -2.384118  0.124
H  -3.078942  -2.081724  -1.841667  0.047
H  -2.601341  -5.647008  -1.548452  0.130
H  -1.104045  -5.227260  -0.787734  0.074
N  4.402488  1.122903  -0.911315  0.139
C  4.772196  2.527583  -0.888817  -0.614
N  3.959047  3.419388  -0.148964  0.139
O  5.731991  2.879238  -1.532966  0.023
H  3.634336  0.863389  -0.263013  0.057
H  4.893296  0.598941  -1.597939  0.057
H  4.285872  4.405210  -0.161995  0.115
H  2.955210  3.279678  -0.120975  0.066
N  -0.296288  -1.767781  -4.814289  0.184
C  -0.280184  -2.570135  -3.746161  -0.695
N  0.707670  -2.301691  -2.903253  0.198
O  -1.066812  -3.509506  -3.617104  0.005
H  0.437157  -1.166139  -5.123126  0.082
H  -1.022783  -2.070755  -5.411719  0.093
H  0.891199  -3.018870  -2.221752  0.058
H  1.164657  -1.407178  -2.973467  0.068
C  2.307271  -2.124277  4.236413  -0.037
C  2.541031  -0.596139  4.212358  -0.478
C  3.190540  -0.122598  5.514890  -0.042
O  3.340623  -0.215899  3.096244  -0.065
H  2.092791  -2.547671  3.281127  0.031
H  1.338583  -2.268820  4.728052  0.076
H  3.161681  -2.601073  4.759482  0.092
H  1.621699  -0.048813  3.990469  0.111
H  3.280106  0.961481  5.455541  0.065
H  4.164625  -0.540899  5.554815  0.068
H  2.565378  -0.276003  6.388532  0.085
H  4.186509  -0.649204  3.185038  0.082

Forces on atoms 1 to 6 (eV/Å):
C 1.065 -0.926 0.436
C 0.571 1.328 0.390
C 1.357 0.010 -0.660
C -0.306 0.091 -0.754
C 1.444 -1.299 0.357
C -1.518 0.127 0.776



(3)
Computed, not measured: a molecular structure, H8O4 in a non-equilibrium geometry, with the ωB97M-V functional and the def2-TZVPD basis.

Computed properties:
LUMO level	-1.4355	eV
net charge	0
HOMO energy	-10.68	eV

Last column: natural (NBO) charge in e.
Atoms and positions in Å:
H  1.996285  0.055723  -1.664411  0.483
H  1.062715  0.955592  -0.749195  0.518
H  -0.405770  -0.803044  -1.198386  0.473
H  -1.612261  0.358867  -1.143822  0.472
H  -1.018817  -0.958443  0.454037  0.509
H  -1.944673  -0.563657  2.496835  0.401
H  0.572662  0.297547  1.524435  0.504
H  1.420442  1.590279  1.948887  0.470
O  0.802727  0.318170  -1.533091  -0.991
O  -1.269770  -1.065330  -1.119925  -0.887
O  -0.907029  -0.163721  1.184250  -0.952
O  1.365249  0.794272  1.260217  -1.000

Forces on atoms 1 to 6 (eV/Å):
H -5.716 0.844 0.225
H -1.249 -1.577 -1.344
H 4.287 0.831 -0.893
H 1.057 -5.865 0.169
H -0.464 2.023 1.803
H 3.058 0.940 -4.002



(4)
Computed, not measured: a single C5H8BN molecule in a non-equilibrium geometry, with the ωB97M-V functional and the def2-TZVPD basis.

Computed properties:
LUMO level	0.2174	eV
net charge	0
HOMO energy	-8.38	eV

Last column: natural (NBO) charge in e.
Atoms and positions in Å:
B  0.503690  -1.216966  0.841171  0.645
C  1.080707  0.631385  0.521901  -0.318
C  -0.092385  1.244256  0.564257  -0.062
C  -0.150652  -0.146771  -1.373161  -0.387
C  0.963234  -0.565506  -0.426194  -0.629
C  -1.100540  0.407317  -0.265439  -0.111
N  -1.506847  -0.681058  0.580998  -0.790
H  1.020280  -2.101369  1.424625  -0.049
H  1.873683  1.036736  1.134758  0.243
H  -0.158225  2.041106  1.229470  0.213
H  0.195448  0.544443  -2.182155  0.222
H  -0.724279  -1.091768  -1.785107  0.230
H  1.955609  -0.864982  -1.007094  0.251
H  -2.009274  1.054433  -0.700358  0.203
H  -1.850442  -0.291253  1.442329  0.340

Forces on atoms 1 to 6 (eV/Å):
B -3.636 0.027 -1.285
C 1.032 0.333 0.054
C -0.515 -1.304 -1.003
C -2.027 -1.821 0.135
C 3.538 -0.363 -2.549
C -1.259 2.884 -1.103